No. 1
57
Properties=species:S:1:pos:R:3:forces:R:3:mulliken_charge:R:1 method="wB97M-V/def2-TZVPD" charge=0 homo_lumo_gap_ev=8.040
O -2.1933 -0.2621 -1.9025 -2.122 -1.375 -1.776 -0.3710
C -2.5908 -1.5983 -2.4079 -0.064 -0.648 0.486 -0.3473
C -3.2560 -1.0743 -3.6648 0.095 0.432 0.234 -0.8691
H -3.3102 -2.0825 -1.7253 0.587 0.059 -0.021 0.2350
H -1.7363 -2.2590 -2.6431 -0.398 0.461 0.409 0.1880
C -2.7636 0.2771 -3.1433 -0.657 0.606 -0.682 1.6255
H -4.3468 -1.1406 -3.6728 0.229 -0.205 -0.179 0.3565
H -2.7964 -1.3558 -4.6214 -0.330 -0.120 0.340 0.2745
C -3.8939 1.2414 -2.8209 0.323 0.198 -0.167 -1.7022
H -4.4856 0.8530 -1.9779 0.172 0.206 -0.325 0.3838
H -4.5405 1.3745 -3.7057 0.231 0.004 0.353 0.3900
H -3.4386 2.2068 -2.5659 -0.401 -0.059 0.172 0.3530
C -1.7214 0.8693 -4.0752 -0.056 0.442 0.048 -1.8546
H -0.8285 0.2342 -4.1532 -0.197 0.178 0.084 0.3815
H -1.4650 1.8690 -3.7117 0.368 -0.102 -0.149 0.3717
H -2.1385 0.9768 -5.0907 0.043 -0.015 0.399 0.4035
Sc 1.0612 0.7084 1.3257 1.738 -0.567 0.302 0.1875
C 3.5592 1.2750 1.5047 0.040 -1.037 -0.186 -0.4576
C 3.4627 -0.0517 2.0106 0.240 0.386 -1.307 -0.8723
C 3.1060 -0.9205 0.9277 0.571 1.044 -0.404 -0.5146
H 3.7595 -0.3676 2.9967 -0.410 0.116 0.066 0.6882
C 3.0931 -0.1262 -0.2662 -0.102 0.197 1.107 -0.6049
C 3.2819 1.2397 0.0998 0.154 -0.641 0.224 -0.8500
H 3.3095 2.0839 -0.5872 0.031 -0.244 0.213 0.4803
H 3.8921 2.1347 2.0753 -0.263 -0.136 -0.107 0.5940
H 3.0010 -1.9982 0.9947 -0.003 0.176 -0.058 0.5249
H 3.0160 -0.5001 -1.2796 -0.140 0.154 0.207 0.8593
C 1.1798 2.6420 2.8211 -0.894 0.539 -0.660 -0.4992
C 1.2510 3.1380 1.4775 -0.911 -0.012 0.490 -0.4184
C 0.0266 2.8169 0.8120 0.031 0.163 0.865 -0.5212
H 2.0784 3.7109 1.0654 -0.208 -0.364 0.010 0.5410
C -0.8259 2.1539 1.7667 0.637 0.527 0.500 -0.6307
C -0.1132 2.0669 3.0072 -0.081 0.910 -1.008 -0.4774
H -0.5200 1.7276 3.9527 0.214 -0.289 -0.279 0.5427
H 1.9406 2.7410 3.5879 -0.170 -0.202 -0.273 0.4444
H -0.2564 3.1179 -0.1950 0.138 -0.224 0.219 0.6430
H -1.8545 1.8412 1.6105 0.315 -0.035 -0.086 0.5174
O -0.4479 -0.4139 -0.0104 0.885 -0.541 0.836 -0.3964
C 0.2524 -0.3866 -1.2709 -0.130 1.004 -0.759 1.7513
C 0.6548 -1.7969 -1.6382 0.177 0.125 0.030 -0.8988
H 1.0609 0.3485 -1.2258 0.198 -0.381 0.323 0.5322
H -0.4183 0.0336 -2.0137 0.329 -0.231 0.374 -1.1961
C -0.1369 -2.6975 -0.6782 -0.468 -0.380 0.001 -1.0066
H 1.7341 -1.9068 -1.5320 -0.178 -0.339 0.068 0.3331
H 0.4001 -1.9537 -2.6896 0.093 -0.259 0.113 0.4409
C -0.6580 -1.8020 0.4413 0.478 0.308 0.371 -0.1932
H 0.4604 -3.5064 -0.2628 0.151 0.052 -0.040 0.5939
H -1.0025 -3.1668 -1.1502 0.342 -0.025 -0.138 0.2330
H -0.0637 -1.9724 1.3666 -0.600 0.345 -0.507 -0.0278
H -1.7347 -1.9229 0.6569 0.510 0.112 -0.159 0.3628
C 0.9906 -1.7038 4.9958 -0.196 -0.376 0.085 -1.5203
C 1.3256 -0.5539 4.1025 0.719 1.491 -0.582 0.7660
O 2.0628 0.3530 4.5276 -1.138 -1.151 -0.513 -0.5325
O 0.8227 -0.5892 2.8762 0.182 -0.141 1.433 -0.1784
H 1.9213 -2.1599 5.3461 -0.164 0.058 -0.008 0.3245
H 0.3870 -2.4359 4.4660 -0.032 -0.112 0.096 0.2755
H 0.4455 -1.3302 5.8672 0.092 -0.078 -0.081 0.3418

No. 2
61
Properties=species:S:1:pos:R:3:forces:R:3:mulliken_charge:R:1 method="wB97M-V/def2-TZVPD" charge=+2 homo_lumo_gap_ev="6.913 / 6.963" spin_multiplicity=2 s_squared=0.7562
Tc -0.0869 0.3620 0.0492 -0.141 -0.273 0.748 0.2386
Br -0.4534 -2.5453 2.1232 0.011 -0.002 -0.029 0.0223
C 0.0871 -0.9408 2.9085 -0.061 0.030 -0.223 -0.0404
C 0.3339 -0.8782 4.2709 -0.033 -0.122 0.032 -0.6143
C 0.7145 0.3251 4.8280 0.034 0.078 0.090 -0.5666
C 0.8369 1.4462 4.0122 0.031 0.090 0.111 -0.7699
C 0.5751 1.3056 2.6763 0.036 -0.102 -0.063 0.5172
N 0.2037 0.1280 2.1115 0.223 -0.016 0.156 0.5619
C 0.7098 2.4576 1.7308 -0.291 -0.119 -0.003 0.1944
O 1.0282 3.5495 2.0536 0.175 0.286 0.063 -0.5102
O 0.3931 2.1329 0.4469 0.192 0.043 -0.146 -0.1720
H 0.2206 -1.7711 4.8692 0.004 0.015 -0.001 0.5196
H 0.9164 0.3926 5.8893 -0.007 -0.003 -0.015 0.4863
H 1.1328 2.4172 4.3888 -0.010 -0.043 -0.011 0.5741
C 3.8464 -0.3953 1.3512 0.034 0.033 -0.017 -1.1597
C 3.5641 0.5259 0.1704 -0.093 -0.051 0.017 -0.6895
As 2.2000 -0.1431 -1.0549 -0.098 -0.006 -0.014 0.6861
C 2.7355 -1.9501 -1.5502 -0.092 -0.053 0.136 -0.8585
C 2.3463 -3.0804 -0.6029 0.068 0.039 0.001 -0.6004
C 2.4296 0.8799 -2.6886 -0.056 0.113 0.059 -0.8190
C 2.3013 2.3839 -2.4713 -0.002 -0.006 0.014 -0.8150
H 4.5892 0.0661 2.0019 -0.015 -0.014 -0.001 0.4026
H 4.2485 -1.3544 1.0274 0.009 0.009 0.008 0.3285
H 2.9531 -0.5870 1.9486 -0.032 -0.009 0.017 0.1795
H 4.4512 0.6587 -0.4478 0.095 0.011 -0.054 0.6222
H 3.2505 1.5183 0.4931 -0.021 0.041 -0.005 0.4171
H 3.8202 -1.8835 -1.6375 0.083 0.049 -0.049 0.5990
H 2.3459 -2.1058 -2.5555 -0.047 -0.033 -0.050 0.5071
H 2.7252 -2.9165 0.4050 0.002 -0.012 0.000 0.2121
H 2.7749 -4.0139 -0.9678 -0.008 0.005 0.011 0.4271
H 1.2699 -3.2178 -0.5329 -0.054 0.020 -0.014 -0.1423
H 1.6962 0.5063 -3.4019 -0.058 -0.015 -0.041 0.4389
H 3.4134 0.6129 -3.0709 0.121 -0.044 -0.013 0.5254
H 1.3044 2.6612 -2.1247 0.039 0.000 -0.001 0.0287
H 2.4832 2.9069 -3.4087 -0.005 0.001 -0.008 0.4360
H 3.0271 2.7533 -1.7451 -0.028 -0.004 -0.026 0.3058
C -2.8487 2.4366 1.1379 0.060 0.072 0.084 -0.9832
Si -2.8616 1.6785 -0.5552 -0.047 0.056 -0.093 -0.1037
C -4.5908 1.2856 -1.0758 -0.066 -0.123 0.005 -1.2013
C -1.9883 2.6492 -1.8701 0.196 0.130 0.050 -0.8105
N -1.8044 0.0852 -0.4114 -0.438 -0.039 -0.647 0.3809
C -2.1908 -1.2466 -0.7857 0.372 -0.033 0.063 0.1565
C -3.4852 -1.7515 -0.6718 0.376 0.070 0.063 -0.3356
C -3.7245 -3.0630 -1.0502 0.118 -0.197 -0.073 -0.7909
C -2.6945 -3.8782 -1.5157 0.016 0.123 0.055 -0.6782
C -1.3934 -3.3841 -1.5940 -0.173 -0.233 0.092 -0.7490
C -1.1503 -2.0754 -1.2352 -0.218 0.392 0.047 -0.3498
H -3.7175 3.1002 1.2173 0.079 -0.069 -0.015 0.5029
H -1.9683 3.0532 1.3359 -0.056 -0.078 -0.003 0.2616
H -2.9544 1.6819 1.9233 0.006 0.053 -0.026 0.3364
H -5.0547 2.2667 -1.2460 0.061 -0.088 0.006 0.3950
H -5.1821 0.7879 -0.3030 0.043 0.059 -0.108 0.3622
H -4.6574 0.7298 -2.0132 -0.010 -0.006 0.083 0.4115
H -2.5309 3.5882 -2.0346 0.055 -0.097 0.033 0.4261
H -1.9809 2.1117 -2.8219 0.026 0.012 0.045 0.2999
H -0.9611 2.9205 -1.5911 -0.224 -0.053 -0.078 0.1174
H -4.2892 -1.1527 -0.2829 -0.055 0.106 0.038 0.4351
H -4.7316 -3.4541 -0.9768 0.054 -0.005 -0.018 0.4392
H -2.9048 -4.8958 -1.8191 0.000 0.055 -0.003 0.4418
H -0.5864 -4.0122 -1.9513 -0.060 0.007 0.011 0.5273
H -0.1360 -1.6685 -1.3047 -0.119 -0.053 -0.289 1.0360

No. 3
63
Properties=species:S:1:pos:R:3:forces:R:3:mulliken_charge:R:1 method="wB97M-V/def2-TZVPD" charge=+2 homo_lumo_gap_ev=4.573
Au 0.4737 0.2393 -0.1447 -1.725 -0.381 0.448 0.5957
C -0.3645 3.2579 -3.5826 0.258 -0.313 0.194 -1.5439
C -0.2076 3.1837 -2.0569 -0.089 0.535 -0.283 0.7136
C -0.2201 4.6019 -1.4666 0.262 -0.336 0.148 -1.5086
C -1.3181 2.3881 -1.4807 -0.407 0.496 -0.344 0.3014
C -2.6974 2.6443 -1.5905 0.747 -0.362 0.227 -0.8043
C -3.3124 1.6188 -0.9054 0.505 0.234 -0.172 -0.5249
N -2.3718 0.8009 -0.4199 -0.600 -0.314 0.248 0.4757
N -1.1593 1.2719 -0.7649 0.154 -0.691 0.412 0.1211
B -2.5994 -0.4977 0.3744 0.567 -0.140 -0.018 -0.1952
N -1.9602 -1.6513 -0.4234 -0.824 0.238 0.544 0.1834
C -2.5820 -2.7833 -0.7962 0.458 -0.109 -0.472 -0.3152
C -1.7401 -3.4908 -1.6211 0.613 0.649 0.369 -1.4203
C -0.5601 -2.7025 -1.7119 -0.692 -0.774 -0.009 -0.4102
N -0.7341 -1.6160 -0.9672 0.910 0.667 -0.051 0.4185
C 0.6283 -3.0657 -2.5235 0.539 -0.490 -0.367 1.0680
C 0.2114 -3.3226 -3.9801 -0.018 0.130 0.113 -1.5222
C 1.7936 -2.0853 -2.4631 -0.089 -0.206 0.110 -0.9984
N -1.9211 -0.3194 1.7463 -0.835 -0.122 -0.202 0.1948
C -2.4775 -0.3674 2.9691 0.469 0.208 -0.008 -0.3864
C -1.5174 -0.0283 3.9002 0.646 0.052 -0.599 -0.9609
C -0.3481 0.2267 3.1502 -0.386 0.024 0.804 -0.4939
N -0.6388 0.0295 1.8659 0.869 0.185 -0.779 0.4337
C 1.0078 0.6353 3.6089 0.552 0.226 -0.219 1.6298
C 1.1297 0.7275 5.1255 -0.079 -0.064 -0.159 -1.8977
C 1.4247 1.9621 2.9510 -0.031 -0.292 0.253 -0.9801
H 0.4868 3.7780 -4.0101 0.078 0.047 -0.103 0.4483
H -1.2647 3.8006 -3.8578 -0.099 0.047 0.044 0.3583
H -0.4227 2.2585 -4.0083 0.017 -0.040 -0.167 0.3797
H 0.7455 2.6963 -1.8112 0.079 -0.026 0.005 0.0156
H -1.1200 5.1382 -1.7551 -0.112 -0.015 -0.044 0.3535
H 0.6363 5.1555 -1.8393 0.075 0.108 0.004 0.4450
H -0.1756 4.5628 -0.3805 0.033 0.136 0.111 0.3731
H -3.1569 3.4648 -2.1010 -0.078 0.162 -0.097 0.6028
H -4.3537 1.4340 -0.7394 -0.205 -0.178 0.097 0.5070
H -3.7521 -0.6884 0.5101 -0.301 -0.064 0.074 -0.0655
H -3.5773 -3.0117 -0.4740 -0.227 0.074 0.154 0.5235
H -1.9163 -4.4423 -2.0791 -0.033 -0.137 -0.143 0.5504
H 0.9823 -4.0358 -2.1382 -0.070 0.234 0.029 0.2852
H -0.0821 -2.3868 -4.4519 -0.047 0.057 -0.124 0.3672
H -0.6174 -4.0218 -4.0590 -0.037 0.002 0.043 0.4061
H 1.0507 -3.7439 -4.5253 0.082 0.009 -0.093 0.4276
H 1.4457 -1.0545 -2.5340 0.005 0.246 -0.173 0.0846
H 2.4670 -2.2743 -3.2965 0.032 0.088 -0.007 0.5027
H 2.3621 -2.1985 -1.5444 0.067 0.002 0.071 0.0243
H -3.5039 -0.6388 3.1101 -0.246 -0.081 -0.117 0.5330
H -1.6247 0.0459 4.9624 -0.020 -0.024 0.198 0.5622
H 1.7042 -0.1373 3.2472 -0.098 0.020 0.112 -0.3603
H 0.5252 1.5455 5.5128 -0.063 0.057 0.035 0.4173
H 2.1647 0.9214 5.3954 0.044 0.015 0.054 0.4227
H 0.8155 -0.1932 5.6104 0.014 -0.087 0.062 0.4709
H 0.8690 2.7884 3.3877 -0.084 0.112 -0.069 0.4030
H 1.2329 1.9389 1.8775 0.045 0.164 -0.163 0.0128
H 2.4837 2.1423 3.1128 0.110 0.067 -0.009 0.3732
N 4.0261 -1.5608 1.2141 -0.167 0.321 -0.220 -0.0204
C 3.0970 -2.4786 1.5967 -0.755 -0.110 -0.006 -0.7622
C 1.8954 -1.9907 1.1818 0.048 -0.759 0.404 -0.1141
N 2.0976 -0.7960 0.5528 -0.481 -0.085 0.110 0.1600
C 3.3962 -0.5612 0.5896 0.427 0.673 -0.330 -0.5091
H 5.0198 -1.6339 1.3736 0.067 0.125 -0.070 0.2112
H 3.3348 -3.3771 2.1256 0.115 -0.190 0.101 0.4811
H 0.9135 -2.3992 1.2882 -0.215 -0.202 0.075 0.4721
H 3.8760 0.2959 0.1636 0.225 0.180 -0.035 0.4838

No. 4
66
Properties=species:S:1:pos:R:3:forces:R:3:mulliken_charge:R:1 method="wB97M-V/def2-TZVPD" charge=+3 homo_lumo_gap_ev="3.289 / 4.222" spin_multiplicity=2 s_squared=0.8186
Pt 1.7009 0.8003 0.7146 -1.173 -0.531 -0.194 1.2521
Cl -1.9745 0.7310 3.2124 0.048 -0.116 -0.449 -0.1550
Ge -0.5247 -0.4724 2.2551 1.245 0.847 0.016 0.7506
Cl -0.5414 -2.4064 3.0902 -0.221 0.133 -0.457 -0.1280
Cl 1.4358 0.4317 3.0313 -0.287 -0.389 0.355 -0.2679
C 2.8660 4.0296 -0.0640 -0.215 0.222 0.008 -1.0022
C 1.3943 3.7922 -0.0538 -0.493 -0.593 0.224 0.5023
N 0.7625 2.6223 0.1526 -0.470 0.694 0.049 -0.0050
C -0.6206 2.8857 0.1368 0.789 -0.241 0.061 -0.2485
C -0.8029 4.1996 -0.0710 0.154 0.533 -0.147 -0.6533
N 0.4703 4.7460 -0.1924 -0.369 0.170 -0.064 -0.0158
H 3.4022 3.0857 -0.0864 0.044 -0.093 -0.035 0.0254
H 3.1651 4.5819 0.8309 -0.017 -0.082 -0.030 0.3404
H 3.1632 4.6271 -0.9286 -0.036 -0.099 0.020 0.4023
H -1.3595 2.1121 0.2791 0.143 0.064 -0.053 0.2983
H -1.7041 4.7930 -0.1491 0.258 -0.058 -0.004 0.3984
H 0.6745 5.7199 -0.3636 -0.036 -0.003 0.005 0.2142
C 5.7698 -1.4751 0.1622 0.150 0.106 -0.037 -1.6301
C 4.7921 -0.2899 0.1679 -0.016 -0.213 0.290 0.7091
C 4.8738 0.4924 1.4917 0.221 -0.257 -0.077 -1.2580
P 3.0696 -0.8153 -0.2043 -0.164 0.086 0.752 -0.6435
C 2.7652 -2.5098 0.3869 -0.100 -0.048 -0.010 0.6473
C 1.3985 -3.0058 -0.1094 0.224 -0.207 0.082 -1.5010
C 2.8488 -2.5885 1.9160 0.115 -0.127 -0.116 -1.1100
C 2.8218 -0.7617 -2.0105 0.113 0.303 -0.093 0.7421
C 2.5738 0.6873 -2.4682 0.157 -0.233 -0.126 -1.5755
C 3.9921 -1.4082 -2.7576 -0.078 -0.070 -0.159 -1.6263
H 6.7816 -1.0875 0.3054 -0.059 -0.064 -0.010 0.4778
H 5.7604 -2.0250 -0.7808 0.010 0.047 0.134 0.3440
H 5.5706 -2.1736 0.9800 0.010 0.109 -0.107 0.3248
H 5.0435 0.3897 -0.6494 0.034 0.039 -0.082 0.3671
H 4.6737 -0.1524 2.3529 -0.006 0.098 -0.099 0.2383
H 4.1751 1.3303 1.5251 -0.042 0.137 -0.002 0.2205
H 5.8813 0.8998 1.6123 -0.099 -0.042 -0.011 0.4714
H 3.5619 -3.1130 -0.0542 -0.021 -0.156 0.006 0.6987
H 0.6014 -2.3059 0.1632 0.029 -0.023 -0.084 0.1725
H 1.1734 -3.9638 0.3666 0.008 0.071 -0.016 0.4119
H 1.3733 -3.1704 -1.1867 -0.028 0.067 0.044 0.3624
H 2.0400 -2.0225 2.3796 0.220 -0.104 -0.056 -0.0500
H 3.7996 -2.2266 2.3114 -0.103 -0.003 -0.024 0.2197
H 2.7421 -3.6305 2.2256 0.011 0.054 -0.010 0.4793
H 1.9119 -1.3347 -2.1913 -0.059 -0.043 -0.014 0.3496
H 3.4614 1.3114 -2.3239 -0.064 -0.038 -0.013 0.2389
H 1.7370 1.1408 -1.9363 -0.066 0.057 -0.024 0.4029
H 2.3250 0.7012 -3.5314 0.094 -0.011 0.035 0.4839
H 4.9091 -0.8200 -2.6616 -0.112 -0.074 0.007 0.3369
H 3.7428 -1.4557 -3.8194 0.056 0.003 0.027 0.4846
H 4.1897 -2.4307 -2.4250 -0.015 0.096 -0.036 0.3846
S -6.5809 -3.8415 -0.1467 0.457 0.925 0.065 -0.0022
C -5.4867 -2.6393 -0.2467 -1.054 -1.575 0.060 0.1476
S -3.8104 -2.9826 -0.4081 0.421 0.455 -0.117 0.0786
C -3.4498 -1.2910 -0.3239 1.147 -0.652 0.151 0.0352
N -4.5526 -0.5135 -0.2039 -1.443 -0.350 0.019 -0.6633
N -5.6667 -1.2119 -0.1682 0.188 1.994 -0.044 0.7540
C -6.8823 -0.4741 -0.0570 0.638 -0.609 -0.077 1.2086
C -6.7851 0.8766 0.3591 0.161 -0.012 0.013 -0.1908
C -7.9230 1.6204 0.4937 -0.129 0.133 0.047 -0.7061
C -9.1788 1.0584 0.2106 0.103 0.162 0.092 -0.2950
C -9.2794 -0.2602 -0.2196 0.021 -0.195 -0.093 -0.8808
C -8.1473 -1.0269 -0.3712 0.044 -0.003 0.008 -0.3751
S -1.8849 -0.6904 -0.4437 -0.498 -0.027 0.445 0.0111
H -5.8201 1.2997 0.5877 0.008 0.001 0.067 0.4928
H -7.8539 2.6450 0.8360 -0.023 -0.044 -0.033 0.4021
H -10.0763 1.6575 0.3153 0.064 -0.006 0.012 0.4327
H -10.2471 -0.6791 -0.4677 0.084 0.013 -0.005 0.4212
H -8.2420 -2.0128 -0.7763 0.024 -0.229 -0.084 0.2469

The F_max results, record by record, are as follows: 3.1, 0.8, 1.8, 2.0 eV/A.
The M results, record by record, are as follows: 392.431, 625.411, 604.322, 841.737 g/mol.